(1)
A molecular structure, C13H19NSiV in a non-equilibrium geometry. Source: the Open Molecules 2025 dataset; level of theory: ωB97M-V/def2-TZVPD.

Geometry as XYZ:
```
35
Properties=species:S:1:pos:R:3:forces:R:3
C 0.978 -1.106 -1.689 -0.726 -1.174 0.145
C -0.432 -0.960 -1.891 0.572 -1.060 0.243
C -1.110 -1.619 -0.813 0.658 -0.144 -0.136
C -0.122 -2.164 0.066 0.144 0.166 -0.758
C 1.171 -1.853 -0.465 -0.729 -0.227 -0.808
V 0.238 0.102 -0.009 3.043 0.221 0.220
C -1.598 1.449 -0.620 -0.396 0.624 -0.362
C -0.470 1.746 -1.302 -0.500 1.712 -0.908
C 0.358 2.380 -2.126 0.136 -0.622 0.529
N 1.779 0.800 0.152 -2.361 0.074 0.573
H -2.186 -1.722 -0.703 0.328 0.167 0.086
H -0.897 -0.494 -2.756 0.131 0.021 0.370
H -0.320 -2.730 0.972 0.071 0.346 -0.219
H 2.125 -2.186 -0.069 -0.290 0.295 0.014
H 1.757 -0.781 -2.372 -0.218 0.096 0.339
H -2.346 0.748 -1.026 0.701 0.223 0.250
H 2.704 1.156 0.385 -0.134 -0.302 -0.298
H -1.993 2.086 0.182 0.607 -0.328 -0.147
H 0.063 3.173 -2.818 -0.395 -0.314 0.316
H 1.419 2.117 -2.159 -0.432 0.072 0.126
C -1.576 0.890 5.678 -0.197 0.057 0.018
Si -0.096 -0.020 4.978 0.060 0.069 0.087
C 1.465 0.854 5.542 0.165 0.127 -0.096
C -0.026 -1.776 5.636 -0.073 -0.217 -0.052
C -0.232 -0.012 3.146 -0.359 -0.119 -1.463
C -0.339 -0.004 1.908 0.276 0.228 2.153
H -1.576 0.897 6.776 0.025 -0.015 -0.197
H -2.509 0.425 5.337 0.131 0.076 0.079
H -1.580 1.930 5.328 0.007 -0.185 0.068
H 1.525 0.884 6.639 -0.047 -0.030 -0.218
H 2.362 0.345 5.167 -0.157 0.076 0.066
H 1.493 1.887 5.172 -0.006 -0.163 0.071
H -0.890 -2.361 5.296 0.125 0.086 0.077
H 0.879 -2.290 5.285 -0.161 0.121 0.058
H -0.017 -1.790 6.735 0.000 0.045 -0.224
```
Positions in Å, forces in eV/Å.

Values from the calculation:
HOMO energy (alpha / beta) = -0.2908 / -0.3028 Ha
Multiplicity = 2
Total energy = -48840.6362 eV
Net charge = 0
Energy above the lowest of the compared OMol25 structures with the same formula, charge and spin = 0.000 eV
<S²> = 0.82



(2)
2 unconnected molecules or ions with the total composition C4H8N2 in a non-equilibrium geometry. Source: the Open Molecules 2025 dataset; level of theory: ωB97M-V/def2-TZVPD.

Geometry as XYZ:
```
14
Properties=species:S:1:pos:R:3:forces:R:3
C 1.472 0.037 0.993 -0.023 -0.002 0.027
C 0.593 0.455 -0.159 0.087 -0.082 -0.040
C -0.652 -0.277 -0.409 0.071 -0.213 0.124
N -1.211 -0.195 -1.719 -0.179 -0.190 0.004
C -1.269 -0.968 0.660 -0.377 -0.353 0.581
N -1.790 -1.529 1.541 0.469 0.505 -0.766
H 1.929 -0.917 0.715 -0.057 0.110 0.013
H 0.875 -0.131 1.892 0.090 0.030 -0.103
H 2.253 0.772 1.199 -0.109 -0.088 -0.037
H 0.392 1.849 0.246 -0.072 -0.093 -0.034
H 1.079 0.748 -1.087 -0.045 -0.040 0.143
H -0.380 1.192 0.069 0.053 0.290 0.140
H -1.090 -1.060 -2.236 -0.027 0.136 -0.009
H -2.201 0.023 -1.706 0.119 -0.008 -0.043
```
Positions in Å, forces in eV/Å.

Values from the calculation:
HOMO energy = -0.2806 Ha
Total energy = -7253.0317 eV
Net charge = 0
Energy above the lowest of the compared OMol25 structures with the same formula, charge and spin = 4.844 eV



(3)
2 unconnected molecules or ions with the total composition C5H11O2 in a non-equilibrium geometry. Source: the Open Molecules 2025 dataset; level of theory: ωB97M-V/def2-TZVPD.

Geometry as XYZ:
```
18
Properties=species:S:1:pos:R:3:forces:R:3
C -1.648 -1.168 1.134 1.101 -1.072 1.380
C -0.181 -1.125 1.643 -0.554 1.721 0.379
C -1.926 -0.155 0.027 -0.439 0.148 -0.391
O -1.517 -0.436 -1.124 0.258 -0.212 0.073
O -2.528 0.882 0.386 0.040 0.123 0.147
H -1.746 -2.236 0.903 -0.436 0.238 -0.819
H -2.281 -1.036 2.015 -0.207 0.401 -0.154
H 0.507 -1.141 0.807 0.239 -0.700 -0.024
H -0.039 -1.853 2.433 0.384 -0.615 -0.263
H 0.062 -0.174 2.154 -0.363 -0.058 -0.264
C 1.679 0.405 -1.568 -0.643 -0.365 0.353
C 1.127 1.766 -1.093 0.898 -1.015 0.908
H 1.401 -0.443 -0.934 -0.270 0.509 0.427
H 1.191 0.080 -2.488 0.663 0.255 -0.410
H 2.768 0.387 -1.505 0.104 0.085 -0.915
H 1.068 2.520 -1.872 -0.295 -0.099 -0.176
H 0.199 1.598 -0.551 -0.305 0.356 -0.370
H 1.863 2.128 -0.367 -0.175 0.298 0.119
```
Positions in Å, forces in eV/Å.

Values from the calculation:
HOMO energy = -0.1445 Ha
Total energy = -9459.5021 eV
Net charge = -1
Energy above the lowest of the compared OMol25 structures with the same formula, charge and spin = 0.527 eV



(4)
2 unconnected molecules or ions with the total composition CH7N2O in a non-equilibrium geometry. Source: the Open Molecules 2025 dataset; level of theory: ωB97M-V/def2-TZVPD.

Geometry as XYZ:
```
11
Properties=species:S:1:pos:R:3:forces:R:3
N 1.723 2.452 -1.073 -0.129 1.270 -2.186
H 2.039 2.874 -1.994 -0.967 -0.681 1.427
H 0.873 1.859 -1.246 1.789 0.236 0.518
H 2.588 2.052 -0.733 -0.741 -0.876 0.280
N -1.428 -0.757 -0.072 0.363 1.309 2.797
C -0.565 -1.527 1.079 -4.404 -4.814 -0.739
O -1.272 -2.249 2.082 0.963 2.169 -1.935
H -1.982 -0.124 0.577 0.439 -0.880 -1.328
H -2.129 -1.345 -0.544 0.592 -0.193 0.871
H 0.202 -0.978 1.462 1.713 2.935 0.990
H -0.049 -2.257 0.462 0.382 -0.474 -0.697
```
Positions in Å, forces in eV/Å.

Values from the calculation:
HOMO energy = -0.0792 Ha
Total energy = -6176.8465 eV
Net charge = -1
Energy above the lowest of the compared OMol25 structures with the same formula, charge and spin = 1.491 eV



(5)
2 unconnected molecules or ions with the total composition C33H66N5O5S in a non-equilibrium geometry. Source: the Open Molecules 2025 dataset; level of theory: ωB97M-V/def2-TZVPD.

Geometry as XYZ:
```
110
Properties=species:S:1:pos:R:3:forces:R:3
C -2.699 -3.525 -0.993 0.161 -0.028 -0.609
C -1.510 -3.294 -0.932 0.863 0.805 0.659
C -0.017 -2.840 -0.704 -2.503 -2.061 -0.669
N 0.209 -1.583 -1.453 0.551 1.979 0.315
S -0.240 -1.580 -3.157 -0.463 -0.504 -0.661
C 0.734 -0.514 -0.924 1.847 3.065 2.750
N 1.201 -0.317 0.430 0.199 -2.661 -1.509
C 2.426 0.556 0.476 0.740 2.130 -1.580
C 2.325 1.769 1.489 -0.217 0.060 0.460
C 3.483 2.851 1.348 -0.288 0.568 -0.027
C 2.999 4.213 0.651 1.032 -0.379 1.282
C 1.879 4.983 1.473 -0.056 0.278 -1.585
C 1.956 6.523 1.030 -0.280 -0.820 0.596
C 0.951 7.476 1.824 1.782 0.588 -0.797
C 1.822 8.246 2.945 -1.354 -0.630 -0.273
C 2.245 7.161 4.024 -0.171 0.742 -0.134
C 2.657 7.755 5.429 -0.376 -0.728 -0.184
O 3.555 8.877 5.288 0.664 -1.433 0.933
C 4.722 8.549 6.110 -0.135 0.123 -0.430
N 3.692 -0.190 0.621 -0.253 0.021 2.375
C 3.834 -0.849 1.962 -1.030 -1.900 -0.350
C 3.998 -2.431 1.674 -0.228 0.592 -0.671
C 2.451 0.958 -1.104 -0.283 0.040 1.601
N 3.257 -0.123 -1.700 -0.614 2.606 -2.917
C 4.171 0.288 -2.523 0.338 -0.902 -0.712
C 5.102 1.543 -2.357 -1.165 0.941 -0.933
C 4.408 -0.612 -3.818 1.271 -0.628 1.665
N 1.037 0.768 -1.563 0.025 -2.416 -0.223
C 0.101 1.891 -1.269 -1.071 0.850 -0.664
C -1.347 1.447 -0.797 -0.291 0.701 0.508
C -1.531 1.351 0.790 -0.751 -0.130 0.204
C -2.367 0.079 1.269 -0.312 0.154 1.083
C -1.659 -0.619 2.527 0.281 0.676 -0.371
O -2.071 -1.984 2.706 0.773 0.470 0.452
C -1.011 -2.817 3.192 0.566 -0.958 -0.436
H -3.766 -3.743 -1.211 1.479 0.222 0.505
H 0.109 -2.754 0.409 0.146 0.285 -1.267
H 0.613 -3.674 -1.139 -0.345 1.174 0.593
H 0.012 -0.314 -3.648 0.259 -0.570 1.234
H 1.365 -1.216 0.897 -0.107 0.525 0.144
H 2.368 1.361 2.549 -0.138 0.318 -1.293
H 1.342 2.333 1.426 1.073 -0.901 -0.070
H 3.840 3.082 2.402 -0.337 -0.123 -1.359
H 4.388 2.508 0.767 -0.939 0.005 0.641
H 2.733 4.004 -0.426 -0.027 0.400 1.083
H 3.924 4.879 0.639 -1.116 -0.768 -0.153
H 1.956 4.831 2.585 0.129 0.146 -1.178
H 0.878 4.580 1.129 0.827 0.453 0.603
H 1.771 6.520 -0.094 0.330 0.239 1.379
H 3.012 6.882 1.260 -1.237 -0.412 -0.623
H 0.116 6.867 2.271 0.708 0.855 -0.418
H 0.580 8.247 1.072 0.081 -1.013 1.122
H 1.134 9.044 3.356 0.943 -0.831 -0.025
H 2.710 8.769 2.468 -1.082 -0.745 0.624
H 3.069 6.530 3.559 -0.764 0.795 0.837
H 1.360 6.472 4.174 0.901 0.676 0.002
H 1.765 8.067 6.065 0.864 -0.257 -1.042
H 3.151 6.907 6.010 -0.521 1.043 -0.652
H 5.473 9.391 6.094 -1.017 -0.826 -0.056
H 5.193 7.614 5.657 -0.376 1.090 0.860
H 4.338 8.369 7.156 0.819 0.103 -0.937
H 4.510 0.425 0.539 -0.825 0.012 -0.445
H 4.676 -0.443 2.589 -1.012 -0.321 -0.609
H 2.831 -0.757 2.492 1.425 0.147 -0.169
H 3.371 -3.064 2.362 1.039 0.595 -0.381
H 3.578 -2.596 0.626 0.559 0.206 1.271
H 5.083 -2.736 1.627 -1.264 0.148 0.302
H 2.638 2.030 -1.390 0.495 -1.128 0.569
H 5.067 2.109 -3.348 0.226 -0.695 1.186
H 4.728 2.293 -1.586 0.568 -1.167 -0.739
H 6.184 1.299 -2.166 -1.218 -0.124 -0.124
H 5.177 -0.170 -4.512 -1.066 -0.346 0.614
H 4.875 -1.576 -3.418 -0.575 1.061 -0.634
H 3.448 -0.919 -4.315 0.932 0.675 0.527
H 0.559 2.633 -0.543 -0.556 -1.034 -0.610
H -0.041 2.473 -2.240 0.337 -0.784 1.132
H -1.729 0.506 -1.308 0.738 1.026 0.519
H -2.055 2.272 -1.136 0.943 -1.090 0.248
H -2.118 2.267 1.122 0.905 -1.025 -0.411
H -0.565 1.359 1.368 -0.837 0.052 -0.883
H -2.590 -0.661 0.445 0.529 0.659 0.870
H -3.373 0.449 1.647 1.077 -0.595 -0.624
H -0.534 -0.589 2.387 -1.124 0.013 -0.020
H -1.869 -0.009 3.470 0.152 -0.750 -1.117
H -0.155 -2.262 3.675 -1.042 -0.340 -0.345
H -1.370 -3.619 3.910 0.108 1.193 -0.830
H -0.579 -3.379 2.297 -0.336 0.492 1.003
C -8.106 -9.383 -4.557 -0.037 0.222 -0.143
O -7.744 -8.050 -4.251 0.196 -0.323 0.296
C -8.070 -7.671 -2.919 0.164 0.238 -0.305
C -6.951 -6.856 -2.285 -0.154 0.042 0.162
O -5.762 -7.585 -1.992 0.055 0.045 -0.286
C -4.974 -8.025 -3.101 0.061 -0.040 0.183
C -4.301 -6.909 -3.887 -0.357 -0.203 -0.246
O -5.249 -6.176 -4.653 0.015 0.259 0.405
C -4.997 -4.788 -4.677 -0.105 -0.294 -0.211
H -9.184 -9.452 -4.733 -0.005 -0.181 0.055
H -7.580 -9.675 -5.466 -0.057 0.103 -0.017
H -7.811 -10.074 -3.760 -0.074 0.012 0.026
H -8.276 -8.548 -2.296 0.060 -0.023 -0.037
H -8.980 -7.060 -2.967 -0.018 0.046 0.259
H -7.315 -6.499 -1.317 0.019 -0.159 0.028
H -6.729 -5.961 -2.867 -0.044 -0.125 -0.239
H -5.550 -8.686 -3.747 -0.051 0.203 -0.182
H -4.184 -8.642 -2.663 -0.007 0.125 0.079
H -3.580 -7.346 -4.587 0.175 -0.100 0.159
H -3.764 -6.253 -3.192 -0.031 0.035 0.015
H -4.779 -4.404 -3.674 0.088 0.019 -0.011
H -5.895 -4.287 -5.040 0.031 -0.075 -0.074
H -4.167 -4.568 -5.355 0.093 0.199 0.081
```
Positions in Å, forces in eV/Å.

Values from the calculation:
HOMO energy = -0.3849 Ha
Total energy = -63797.7069 eV
Net charge = +1